# 1
Computed, not measured: C7H23N2O8Tl as an isolated structure in a non-equilibrium geometry, with wB97M-V/def2-TZVPD.

Each line ends with the Löwdin charge.
CARTESIAN COORDINATES (ANGSTROEM)
1 Tl 1.023 -1.017 2.130  1.5461
2 O -0.181 0.172 0.993  -0.2765
3 H -0.380 0.633 0.155  -0.0390
4 C -0.029 0.480 -2.428  -0.1914
5 C 0.842 -0.334 -1.380  -0.1657
6 O 0.956 -1.784 -1.508  -0.0438
7 O 0.373 0.388 -3.721  0.0687
8 H -0.065 1.514 -2.084  0.1551
9 H -1.077 0.179 -2.421  0.1415
10 H 0.604 -0.146 -0.333  0.0034
11 H 1.888 -0.064 -1.530  0.1793
12 H 1.510 -2.037 -0.766  0.1095
13 H -0.225 -0.293 -4.038  0.1211
14 C 3.033 1.240 1.384  -0.1699
15 C 1.621 1.695 1.047  -0.0667
16 O 1.163 0.878 -0.049  -0.1196
17 O 3.038 -0.001 2.031  -0.1300
18 H 3.455 2.045 1.985  0.1554
19 H 3.767 1.157 0.583  0.1573
20 H 1.716 2.692 0.617  0.1774
21 H 0.918 1.786 1.875  0.1516
22 H 0.277 0.540 0.098  -0.2127
23 H 3.953 -0.230 2.210  0.1476
24 C -2.754 0.885 -0.167  -0.0638
25 C -2.578 1.141 1.388  -0.1435
26 O -1.996 0.076 2.096  -0.0358
27 O -1.454 1.011 -0.637  -0.0554
28 H -3.285 1.724 -0.618  0.1634
29 H -3.152 -0.116 -0.332  0.1501
30 H -3.537 1.343 1.865  0.1466
31 H -1.976 2.011 1.649  0.1385
32 H -1.106 -0.002 1.744  -0.1413
33 H -0.926 0.507 -0.013  -0.1181
34 C -0.750 -2.244 0.331  -0.5537
35 O -0.577 -2.061 1.519  -0.0310
36 N -0.418 -3.335 -0.375  0.2318
37 N -1.034 -1.268 -0.545  0.2047
38 H -0.848 -3.305 -1.289  0.1575
39 H -0.084 -4.134 0.143  0.1579
40 H -0.566 -1.394 -1.432  0.0984
41 H -1.138 -0.331 -0.181  -0.0050

Output
- energy relative to the best compared isomer or geometry (same formula, charge and spin) (kcal/mol) = 655.5
- E_tot (Ha) = -1162.53278
- HOMO energy (eV) = -16.2
- gap between HOMO and LUMO (eV) = 4.218
- molar mass (g mol⁻¹) = 467.65
- total charge = +2
- F_max (eV/Å) = 18.5
- LUMO level (eV) = -12.01
- 2S+1 = 1

***

# 2
Computed, not measured: C11H18F9I2O2P2W as an isolated structure in a non-equilibrium geometry, with wB97M-V/def2-TZVPD.

Each line ends with the Löwdin spin population.
CARTESIAN COORDINATES (ANGSTROEM)
1 I -7.126 0.865 -0.569  0.4932
2 I -6.444 0.521 -3.163  0.4850
3 W -0.729 0.083 -0.105  0.9925
4 P -0.528 2.527 -0.466  0.0109
5 C -1.978 3.514 -0.924  -0.0021
6 C 0.059 3.204 1.108  0.0114
7 H 0.320 4.259 0.957  0.0015
8 H 1.013 3.865 -1.745  0.0012
9 H 0.931 2.656 1.482  0.0002
10 H 1.645 2.203 -1.488  0.0001
11 H -2.751 3.384 -0.157  -0.0001
12 H -0.756 3.128 1.841  0.0000
13 C 0.753 2.798 -1.715  0.0108
14 H -1.698 4.575 -0.999  -0.0006
15 H 0.356 2.488 -2.690  -0.0002
16 H -2.369 3.155 -1.883  -0.0001
17 P -1.156 -2.353 0.030  0.0108
18 C -2.818 -3.016 -0.262  -0.0021
19 C -0.016 -3.178 -1.106  0.0108
20 H 0.269 -2.454 2.004  0.0002
21 H -0.738 -3.924 1.791  0.0016
22 H -1.473 -2.407 2.403  0.0000
23 C -0.722 -2.829 1.723  0.0114
24 H 1.002 -2.792 -0.979  0.0001
25 H -0.031 -4.260 -0.916  0.0012
26 H -2.815 -4.106 -0.122  -0.0006
27 H -3.131 -2.766 -1.283  -0.0001
28 H -0.347 -2.980 -2.134  -0.0002
29 H -3.515 -2.548 0.444  -0.0001
30 C -2.643 0.277 -0.629  -0.0200
31 O -3.759 0.388 -0.966  0.0032
32 F 1.980 -1.296 2.751  -0.0001
33 C 2.740 -1.463 1.630  -0.0010
34 F 4.025 -1.624 2.009  -0.0004
35 F 2.333 -2.631 1.048  -0.0002
36 C 2.527 -0.262 0.655  -0.0017
37 O 1.193 -0.119 0.366  -0.0153
38 C 3.057 1.015 1.382  -0.0010
39 F 4.348 0.917 1.761  -0.0004
40 F 2.949 2.109 0.570  -0.0002
41 F 2.303 1.269 2.489  0.0000
42 C 3.279 -0.495 -0.708  0.0002
43 F 4.614 -0.646 -0.553  0.0000
44 F 2.788 -1.597 -1.333  0.0001
45 F 3.056 0.547 -1.551  0.0001

Output
- energy relative to the best compared isomer or geometry (same formula, charge and spin) (kcal/mol) = 15.7
- expectation value of S² = 2.020
- E_tot (Ha) = -2823.27386
- HOMO energy (alpha / beta) (eV) = -18.8 / -18.5
- gap between HOMO and LUMO (alpha / beta) (eV) = 6.524 / 4.922
- molar mass (g mol⁻¹) = 852.84
- total charge = +3
- F_max (eV/Å) = 4.3
- LUMO level (alpha / beta) (eV) = -12.28 / -13.56
- 2S+1 = 3

***

# 3
Computed, not measured: C4H5FeLiO7 as an isolated structure in a non-equilibrium geometry, with wB97M-V/def2-TZVPD.

Each line ends with the Löwdin spin population.
CARTESIAN COORDINATES (ANGSTROEM)
1 O 1.565 0.203 4.370  0.1257
2 C 1.447 0.098 3.109  0.0192
3 O 2.497 0.088 2.392  0.1287
4 O 0.256 -0.054 2.604  0.0092
5 C 0.126 -0.277 1.185  0.0053
6 O -1.505 -0.511 -0.517  0.7764
7 C -0.805 0.242 -3.781  -0.0002
8 C -1.354 -0.389 0.835  0.1010
9 O -1.128 -0.973 -3.818  0.0103
10 O 0.115 0.651 -3.019  0.0368
11 Fe 3.444 0.427 3.957  3.7156
12 Li -0.408 -0.998 -1.910  -0.0057
13 H 0.655 -1.206 0.928  -0.0002
14 H 0.591 0.560 0.644  -0.0001
15 H -1.769 -1.240 1.420  0.0514
16 H -1.867 0.517 1.232  0.0258
17 O -1.153 1.005 -4.854  0.0009
18 H -0.706 1.856 -4.775  0.0000

Output
- expectation value of S² = 8.766
- E_tot (Ha) = -1953.03576
- HOMO energy (alpha / beta) (eV) = -11.2 / -11.2
- gap between HOMO and LUMO (alpha / beta) (eV) = 4.199 / 4.143
- molar mass (g mol⁻¹) = 227.86
- total charge = +1
- F_max (eV/Å) = 3.6
- LUMO level (alpha / beta) (eV) = -7.04 / -7.05
- 2S+1 = 6

***

# 4
Computed, not measured: a 2-piece molecular cluster, C26H24ClN3O2S overall in a non-equilibrium geometry, with wB97M-V/def2-TZVPD.

Each line ends with the Löwdin charge.
CARTESIAN COORDINATES (ANGSTROEM)
1 N 6.540 2.074 1.235  0.1517
2 C 5.874 1.327 0.629  -0.1662
3 C 5.032 0.417 -0.121  -0.2267
4 C 5.105 0.370 -1.514  -0.0147
5 C 4.224 -0.420 -2.243  -0.0365
6 C 3.270 -1.156 -1.556  -0.2606
7 S 1.913 -1.885 -2.505  0.6242
8 C 0.597 -0.817 -1.935  -0.7057
9 Cl -0.715 -0.727 -3.029  0.6695
10 O 2.171 -1.866 -3.920  -0.3153
11 O 1.540 -3.116 -1.833  -0.3329
12 C 3.278 -1.248 -0.167  -0.0482
13 C 4.133 -0.417 0.551  -0.0231
14 H 5.841 0.984 -2.023  0.1240
15 H 4.255 -0.446 -3.327  0.1193
16 H 0.387 -1.403 -1.016  0.0234
17 H 2.611 -1.929 0.365  0.1212
18 H 4.103 -0.392 1.642  0.1245
19 C -0.550 -4.233 4.125  -0.0743
20 N -1.232 -2.967 3.969  -0.2447
21 C -2.442 -2.845 4.766  -0.0775
22 C -0.968 -2.160 2.857  -0.2433
23 C -1.891 -2.025 1.795  0.0072
24 C -1.602 -1.212 0.708  -0.0386
25 C -0.489 -0.347 0.755  -0.2250
26 C -0.190 0.544 -0.373  -0.0857
27 C -1.215 1.349 -0.886  -0.2072
28 C -1.023 2.429 -1.836  -0.1372
29 C 0.090 2.998 -2.425  -0.0109
30 C -0.088 4.108 -3.271  -0.0749
31 C -1.372 4.630 -3.511  -0.0827
32 C -2.515 4.070 -2.908  -0.0091
33 C -2.307 2.952 -2.112  -0.1571
34 N -3.230 2.254 -1.319  -0.0827
35 C -4.643 2.525 -1.188  -0.0069
36 C -2.585 1.319 -0.580  0.0256
37 C 0.450 -0.488 1.801  -0.0257
38 C 0.218 -1.382 2.830  0.0005
39 H 0.274 -4.307 3.408  0.0919
40 H -0.155 -4.291 5.145  0.0822
41 H -1.254 -5.063 3.957  0.0842
42 H -2.915 -1.872 4.615  0.0892
43 H -3.168 -3.636 4.538  0.0785
44 H -2.178 -2.939 5.826  0.0829
45 H -2.805 -2.621 1.833  0.1200
46 H -2.235 -1.289 -0.183  0.1220
47 H 0.834 0.896 -0.508  0.1091
48 H 1.081 2.604 -2.216  0.1134
49 H 0.778 4.609 -3.717  0.1044
50 H -1.498 5.477 -4.189  0.1011
51 H -3.521 4.476 -3.037  0.1029
52 H -4.917 3.325 -1.873  0.0803
53 H -5.198 1.605 -1.401  0.0996
54 H -4.887 2.844 -0.168  0.0996
55 H -3.100 0.668 0.114  0.1317
56 H 1.371 0.097 1.769  0.1110
57 H 0.919 -1.448 3.659  0.1183

Output
- energy relative to the best compared isomer or geometry (same formula, charge and spin) (kcal/mol) = 48.5
- E_tot (Ha) = -2178.13207
- HOMO energy (eV) = -7.4
- gap between HOMO and LUMO (eV) = 6.534
- molar mass (g mol⁻¹) = 478.02
- F_max (eV/Å) = 2.5
- LUMO level (eV) = -0.90
- 2S+1 = 1

***

# 5
Computed, not measured: C15H26B3F8N3O3V as an isolated structure in a non-equilibrium geometry, with wB97M-V/def2-TZVPD.

Each line ends with the Löwdin spin population.
CARTESIAN COORDINATES (ANGSTROEM)
1 O -0.089 -1.845 -0.363  0.0002
2 V -1.279 -2.573 0.375  0.0003
3 O -2.141 -3.381 -0.646  0.0000
4 B -2.159 -0.719 1.523  0.0002
5 H -3.124 -1.199 1.570  0.0000
6 H -1.464 -1.367 2.034  0.0000
7 H -1.935 -0.507 0.489  0.0000
8 H -2.148 0.244 2.010  0.0000
9 C -0.251 -3.261 -4.039  0.0000
10 C -0.961 -2.672 -5.289  0.0000
11 O -0.541 -1.739 -5.906  0.0000
12 N -2.183 -3.432 -5.814  0.0000
13 H -2.092 -4.359 -5.422  0.0000
14 H -2.947 -2.964 -5.347  0.0000
15 C -2.194 -3.564 -7.390  0.0000
16 H 0.494 -4.034 -4.226  0.0000
17 H -0.916 -3.578 -3.236  0.0000
18 H 0.198 -2.555 -3.339  0.0000
19 H -2.151 -2.564 -7.822  0.0000
20 H -3.056 -4.158 -7.694  0.0000
21 H -1.327 -4.205 -7.550  0.0000
22 C 3.569 -1.108 0.719  0.0042
23 N 2.872 0.155 1.095  0.0805
24 C 1.897 0.632 0.263  0.0285
25 C 1.384 1.849 0.491  0.0408
26 C 1.747 2.593 1.624  0.0663
27 C 2.734 2.116 2.501  0.0432
28 C 3.240 0.833 2.211  0.0181
29 C 1.112 3.913 1.806  0.1720
30 C 1.159 4.803 0.742  0.0478
31 C 0.523 6.066 0.855  0.0995
32 N 0.093 6.481 2.057  0.1800
33 C 0.134 5.710 3.154  0.1192
34 C 0.750 4.383 3.068  0.0435
35 C -0.556 7.814 2.102  0.0089
36 H 3.550 -1.191 -0.368  0.0010
37 H 2.948 -1.861 1.204  0.0023
38 H 4.592 -0.877 1.015  0.0009
39 H 1.652 0.056 -0.617  0.0015
40 H 0.596 2.273 -0.115  0.0006
41 H 3.141 2.684 3.325  0.0022
42 H 4.112 0.537 2.776  0.0018
43 H 1.578 4.619 -0.236  0.0026
44 H 0.628 6.760 0.034  0.0108
45 H -0.311 6.118 4.049  0.0111
46 H 0.771 3.802 3.978  0.0013
47 H 0.199 8.483 2.516  0.0056
48 H -1.449 7.672 2.712  0.0034
49 H -0.750 8.196 1.100  0.0014
50 B 0.643 -4.250 1.220  0.0000
51 F 0.049 -5.174 1.948  0.0000
52 F 0.345 -3.010 1.707  0.0001
53 F 2.007 -4.463 1.081  0.0001
54 F 0.056 -4.393 0.039  0.0000
55 B -2.571 -3.536 3.213  0.0000
56 F -2.804 -4.810 3.595  0.0000
57 F -1.386 -3.169 3.769  0.0000
58 F -2.455 -3.615 1.850  0.0000
59 F -3.529 -2.662 3.600  0.0000

Output
- expectation value of S² = 0.768
- E_tot (Ha) = -2794.77922
- HOMO energy (alpha / beta) (eV) = -6.0 / -8.0
- gap between HOMO and LUMO (alpha / beta) (eV) = 4.424 / 6.458
- molar mass (g mol⁻¹) = 531.75
- F_max (eV/Å) = 5.0
- LUMO level (alpha / beta) (eV) = -1.57 / -1.57
- 2S+1 = 2

***

# 6
Computed, not measured: a 2-piece molecular cluster, C5H10O overall, with wB97M-V/def2-TZVPD.

Each line ends with the Löwdin charge.
CARTESIAN COORDINATES (ANGSTROEM)
1 O -1.883 0.310 0.874  -0.0370
2 C -1.305 0.261 -0.421  -0.3812
3 C -0.561 -1.073 -0.665  -0.1337
4 C 0.867 -0.741 -0.309  -0.1177
5 C 1.057 0.572 -0.203  -0.1210
6 C -0.212 1.342 -0.458  -0.1329
7 H -2.520 -0.413 0.936  0.0918
8 H -2.081 0.439 -1.179  0.1365
9 H -0.993 -1.881 -0.057  0.1119
10 H -0.635 -1.386 -1.716  0.1145
11 H 1.638 -1.494 -0.177  0.0940
12 H 2.008 1.048 0.012  0.0937
13 H -0.414 2.100 0.306  0.1162
14 H -0.181 1.849 -1.434  0.1166
15 H 2.911 -0.627 2.397  0.0372
16 H 2.304 -0.307 2.093  0.0110

Output
- energy relative to the best compared isomer or geometry (same formula, charge and spin) (kcal/mol) = 38.2
- E_tot (Ha) = -271.69172
- HOMO energy (eV) = -9.3
- gap between HOMO and LUMO (eV) = 10.266
- molar mass (g mol⁻¹) = 86.13
- structure (SMILES) = OC1CC=CC1.[H][H]
- F_max (eV/Å) = 0.4
- LUMO level (eV) = 1.01
- 2S+1 = 1

***

# 7
Computed, not measured: C4H11N3O as an isolated structure in a non-equilibrium geometry, with wB97M-V/def2-TZVPD.

Each line ends with the Löwdin charge.
CARTESIAN COORDINATES (ANGSTROEM)
1 C 1.676 0.192 -0.531  -0.1753
2 C -0.375 2.241 -0.271  -0.0453
3 C -0.664 0.787 -0.531  -0.3429
4 N 0.302 -0.142 -0.840  -0.1033
5 H -1.586 0.650 -1.103  0.1224
6 H 1.866 0.439 0.530  0.0633
7 H 2.045 1.044 -1.118  0.0734
8 H 2.309 -0.662 -0.786  0.0691
9 H -1.268 2.748 0.096  0.0808
10 H -0.066 2.714 -1.208  0.0880
11 H 0.423 2.367 0.460  0.0762
12 C -0.624 -1.074 0.614  -0.6006
13 N -1.461 -1.985 -0.007  0.1491
14 N 0.261 -1.613 1.489  0.1794
15 O -1.126 0.132 0.935  -0.0454
16 H 0.897 -0.974 1.937  0.1017
17 H 0.550 -2.574 1.401  0.1098
18 H -2.161 -1.543 -0.584  0.0976
19 H -0.998 -2.747 -0.481  0.1020

Output
- energy relative to the best compared isomer or geometry (same formula, charge and spin) (kcal/mol) = 65.5
- E_tot (Ha) = -398.44984
- HOMO energy (eV) = -7.7
- gap between HOMO and LUMO (eV) = 8.579
- molar mass (g mol⁻¹) = 117.15
- F_max (eV/Å) = 1.3
- LUMO level (eV) = 0.90
- 2S+1 = 1